Entry 1:
Formula: CHClF2OS2
Source: OMol25
Level of theory: the ωB97M-V functional and the def2-TZVPD basis

Summary:
- energy above the lowest of the compared OMol25 structures with the same formula, charge and spin (kcal/mol) = 51.2
- molar mass (g/mol) = 166.601
- maximum force (eV Å⁻¹) = 3.3
- Kohn-Sham gap (spin up / spin down) (eV) = 8.0 / 8.0
- HOMO (spin up / spin down) (eV) = -9.8 / -9.8
- E_tot (Eh) = -1570.13494

The geometry in XYZ format:
```
8
Properties=species:S:1:pos:R:3:forces:R:3
C 1.128 0.231 0.418 -1.258 2.538 0.527
O -1.340 -1.464 0.284 -0.521 -0.764 1.223
F 1.132 -0.429 1.557 -0.590 0.017 -0.327
F 2.179 -0.142 -0.268 -0.503 0.192 -0.530
S -1.274 -0.657 -2.411 0.243 0.946 0.760
S -0.992 -0.359 -0.537 2.442 0.553 -0.268
Cl -1.854 1.374 0.333 0.036 -0.353 -0.499
H 1.021 1.445 0.622 0.150 -3.130 -0.888
```
Forces are in eV/Å.

These are the Löwdin partial charges, in e, on atoms 1 to 2: -0.350, -0.501

Entry 2:
Formula: CHClFI
Source: OMol25
Level of theory: the ωB97M-V functional and the def2-TZVPD basis

Summary:
- energy above the lowest of the compared OMol25 structures with the same formula, charge and spin (kcal/mol) = 52.8
- molar mass (g/mol) = 194.374
- maximum force (eV Å⁻¹) = 0.8
- Kohn-Sham gap (spin up / spin down) (eV) = 10.0 / 5.5
- HOMO (spin up / spin down) (eV) = -10.1 / -8.5
- E_tot (Eh) = -896.35527

The geometry in XYZ format:
```
5
Properties=species:S:1:pos:R:3:forces:R:3
C 0.499 -0.586 0.159 -0.734 -0.314 -0.180
F 0.295 -1.668 -0.584 0.130 -0.063 -0.036
Cl 2.014 -0.393 0.800 0.442 0.128 0.198
I 5.210 0.077 -0.088 -0.113 0.011 -0.021
H -0.236 0.191 0.021 0.275 0.238 0.039
```
Forces are in eV/Å.

These are the Löwdin partial charges, in e, on atoms 1 to 2: -0.645, -0.035

Which of these has the highest maximum force? CHClF2OS2